(1)
DFT (ωB97M-V with the def2-TZVPD basis set) results for a structure of composition C60H51FGeN2O6P3W.

electronic energy: -6145.06560 a.u.
M: 1264.45 g/mol
max |F|: 2.98 eV Å⁻¹
spin multiplicity: 3
net charge: +3
⟨S²⟩: 2.022
HOMO energy (alpha / beta): -16.046 / -16.051 eV
orbital gap (alpha / beta): 7.78 / 6.66 eV

Each line ends with the Löwdin charge.
Positions of all 125 atoms, in Å:
C: 1.434 -1.151 3.014  -0.30
C: -1.862 -2.889 -4.634  -0.04
H: 3.838 -1.060 5.372  0.13
H: 1.347 1.521 -2.127  0.01
H: 3.680 -5.610 -0.878  0.14
H: -2.600 -0.354 3.619  0.10
H: 0.934 -2.874 1.921  0.06
H: -0.478 -5.242 0.282  0.12
H: -3.762 1.355 5.075  0.14
C: -5.167 2.047 -2.524  -0.05
C: 5.250 -1.533 1.769  -0.07
H: -0.099 3.404 5.516  0.13
H: 2.746 -0.711 -6.323  0.12
H: 2.571 0.963 2.012  0.08
W: 0.227 1.071 0.246  1.36
C: 4.312 0.508 0.241  -0.12
H: 1.046 -2.553 -2.912  0.10
H: 6.793 -0.274 2.476  0.13
H: 3.988 -3.489 4.733  0.12
C: 2.815 -4.964 -0.608  -0.03
C: 1.718 -2.851 -0.671  -0.40
C: -2.978 -3.896 2.869  0.00
C: 0.503 -3.417 -0.201  -0.29
H: -2.493 3.126 5.938  0.12
C: 0.629 1.541 -4.130  -0.11
C: -4.051 3.756 -1.286  -0.06
H: 1.864 2.649 -1.279  0.12
C: 1.599 -2.516 2.675  -0.13
C: 3.280 0.031 -3.016  -0.06
O: -4.092 4.677 3.623  0.17
H: 0.227 5.342 -4.122  0.13
P: 1.976 -1.018 -0.722  1.10
C: -0.658 2.583 5.053  -0.05
C: -1.898 -1.596 -5.208  -0.03
C: -2.831 3.133 -1.440  -0.12
C: 3.590 -0.700 0.238  -0.29
H: -0.585 -2.209 4.355  0.12
C: 3.305 -2.805 4.278  -0.04
H: 5.606 -2.382 2.297  0.12
C: -2.922 -3.308 1.599  -0.06
C: 2.815 -3.634 -0.940  -0.12
C: -1.489 -1.896 -2.409  -0.23
C: -5.216 3.244 -1.813  -0.03
H: -1.978 -3.877 4.877  0.14
C: 2.529 -3.326 3.267  -0.06
P: -0.094 -0.429 2.260  1.03
H: -0.931 3.995 -2.448  0.07
O: -0.143 4.958 1.303  0.19
C: -1.199 -1.855 2.310  -0.42
C: 2.303 -0.632 4.008  -0.07
N: -3.496 2.561 1.977  0.22
H: 1.051 1.926 3.917  0.09
C: -1.979 2.460 5.304  -0.05
C: -2.717 1.409 4.754  -0.05
C: 0.338 4.271 -4.046  -0.04
H: -1.815 0.486 -4.771  0.12
C: 3.173 -1.474 4.627  -0.05
C: -1.964 -2.320 1.260  -0.30
H: -1.954 -4.014 -2.866  0.10
H: 1.635 -6.619 0.011  0.13
C: -0.335 3.493 -3.144  -0.07
C: -1.689 -0.528 -4.389  -0.11
H: 4.132 0.783 -4.854  0.12
H: -3.610 -3.650 0.844  0.11
H: -3.669 -4.720 3.076  0.13
F: -2.028 -4.137 -0.842  -0.27
H: -6.068 1.603 -2.990  0.14
C: -0.744 0.715 3.572  -0.30
C: 1.663 -1.762 -3.325  -0.09
C: -0.247 2.078 -3.193  -0.35
C: 1.647 -5.531 -0.089  -0.03
C: 1.317 2.352 -5.095  -0.02
H: 4.016 1.342 -0.324  0.07
C: -2.066 -3.497 3.846  -0.03
C: -1.504 3.104 1.599  -0.17
H: 3.817 0.753 -2.433  0.09
C: -1.250 -2.465 3.565  -0.11
H: 6.056 1.545 0.892  0.09
C: -3.105 4.804 2.960  -0.44
C: 5.492 0.686 0.976  -0.02
C: 4.126 -1.730 1.025  -0.11
C: 5.952 -0.359 1.803  -0.01
C: 2.318 -0.835 -2.466  -0.37
H: -3.997 0.393 -3.135  0.11
C: -2.965 1.572 1.261  -0.36
N: -1.712 1.852 1.002  -0.01
H: 2.118 2.480 1.651  0.14
H: -2.006 -1.390 -6.271  0.13
C: -2.092 0.523 3.957  -0.10
H: -1.901 3.483 -0.956  0.09
H: 1.166 -2.243 -5.317  0.11
Ge: -1.204 -2.593 -0.512  0.97
H: -1.934 -3.789 -5.271  0.14
O: 1.763 1.682 -1.250  -0.21
C: 2.640 -0.740 -5.257  -0.04
C: -2.764 1.905 -2.154  -0.34
C: -3.971 1.370 -2.665  -0.07
H: -2.831 -0.440 0.580  0.03
C: 1.737 -1.621 -4.675  -0.07
H: 2.644 -4.387 3.005  0.14
H: 2.314 0.377 4.296  0.08
C: -0.345 3.802 1.162  -0.53
H: -1.507 5.649 2.190  0.11
O: 1.817 1.542 1.782  -0.17
H: -6.114 3.811 -1.830  0.12
H: -4.431 2.565 2.400  0.21
C: -1.801 -3.026 -3.278  -0.07
P: -1.215 0.957 -2.032  1.08
H: -4.244 -0.102 1.655  0.12
H: 3.769 -3.220 -1.386  0.16
C: -1.448 -0.645 -2.983  -0.37
O: -2.398 5.844 2.599  0.18
C: -2.611 3.541 2.211  -0.04
H: 3.689 -2.709 1.005  0.08
C: 1.154 3.721 -5.035  -0.03
H: 0.700 0.480 -4.258  0.06
C: 3.452 0.060 -4.420  -0.04
H: 1.663 4.345 -5.795  0.14
C: 0.014 1.730 4.180  -0.07
C: 0.494 -4.798 0.042  -0.07
O: 0.451 2.999 0.458  -0.23
H: 1.880 1.889 -5.888  0.11
H: -4.257 0.599 0.048  0.11
H: -4.040 4.654 -0.703  0.12
C: -3.576 0.298 0.873  0.03

(2)
DFT (ωB97M-V with the def2-TZVPD basis set) results for the ion C60H52F6N3 with charge +1.

electronic energy: -3080.81872 a.u.
M: 929.08 g/mol
max |F|: 3.17 eV Å⁻¹
relative energy (zero: lowest compared OMol25 entry of this formula, charge and spin): 0.00 kcal per mole
spin multiplicity: 1
net charge: +1
HOMO energy: -9.642 eV
orbital gap: 6.36 eV

Each line ends with the Löwdin charge.
Positions of all 121 atoms, in Å:
F: -4.575 -5.910 -1.498  0.12
H: -4.425 -0.746 4.608  0.11
H: 6.590 -0.156 1.894  0.10
H: 0.428 -1.579 -1.416  0.12
C: 2.733 -2.677 3.129  -0.06
C: -0.634 -1.629 -1.149  -0.04
C: -2.617 6.943 -3.218  -0.02
C: -1.261 6.593 -0.644  -0.03
H: -1.390 -6.209 -5.011  0.11
C: 5.496 -3.357 2.156  -0.02
C: -0.629 1.667 -0.451  -0.17
H: 1.671 2.243 3.372  0.15
H: -2.409 0.987 -1.490  0.12
C: 7.750 -1.797 2.643  -0.06
H: -0.335 -4.114 2.793  0.12
H: -4.502 1.278 3.137  0.12
C: -4.294 -4.537 -5.686  -0.07
H: -4.292 4.448 -1.583  0.12
C: -1.242 0.375 2.711  -0.18
H: 1.371 -3.560 4.550  0.12
H: 6.218 -1.657 -0.300  0.12
F: -6.184 -5.148 -0.189  0.14
C: -0.079 4.006 -0.715  -0.01
C: 2.940 -2.291 1.789  -0.22
C: -4.922 6.843 -3.938  -0.08
C: 2.366 1.985 2.555  -0.09
C: -5.009 -4.816 -0.779  -0.53
H: 4.124 3.250 2.411  0.13
C: -2.354 -4.820 -3.678  -0.03
C: -1.474 -2.480 -1.861  0.00
C: 4.241 -0.841 0.095  -0.16
H: -2.918 3.205 -2.420  0.10
C: 5.397 -1.962 2.023  -0.17
C: 0.612 -3.649 2.507  -0.07
C: -4.118 5.266 -2.285  -0.03
C: -1.973 6.592 0.672  -0.53
C: 4.640 1.133 2.387  -0.12
C: 3.167 -0.175 -0.488  -0.06
C: -3.653 7.435 -4.006  -0.07
H: 2.456 1.079 -2.092  0.11
H: -5.244 -3.129 -4.342  0.12
H: 1.260 2.558 0.096  0.09
H: -1.615 -4.930 -2.882  0.11
C: 5.403 -1.029 -0.665  -0.01
H: 2.049 2.535 1.660  0.10
H: 2.384 -2.725 -0.271  0.13
C: 3.295 0.489 -1.713  -0.05
C: -1.762 1.833 -1.256  0.01
C: -2.829 -2.640 -1.487  -0.18
C: -4.411 -3.815 -4.506  -0.03
C: -0.067 0.672 1.777  -0.18
H: -5.734 -3.890 -2.516  0.13
H: 0.105 1.746 1.918  0.13
H: 8.728 -3.641 3.214  0.11
H: -1.614 7.370 -3.253  0.12
H: 3.492 -2.453 3.888  0.13
C: -3.565 0.731 3.290  -0.07
H: 5.510 0.948 3.020  0.12
C: 7.806 -3.176 2.862  -0.07
H: 2.216 -0.197 0.050  0.07
H: -0.170 -1.049 3.925  0.10
C: -2.846 5.861 -2.347  -0.23
C: 3.820 2.312 2.883  -0.12
H: 6.460 -0.542 -2.475  0.11
C: -5.143 5.741 -3.103  -0.07
H: -4.273 -2.022 0.035  0.10
F: -3.333 6.707 0.462  0.12
H: -6.115 5.243 -3.080  0.11
H: -2.433 2.029 1.964  0.13
C: 5.534 -0.407 -1.913  -0.06
H: 4.649 -4.004 1.909  0.12
H: 4.617 0.885 -3.384  0.11
C: 6.678 -3.957 2.602  -0.06
H: -3.148 -6.005 -6.782  0.11
F: -4.078 -4.632 0.218  0.11
C: 3.704 -0.077 2.465  -0.14
H: 8.628 -1.167 2.809  0.11
H: -5.044 -4.401 -6.467  0.11
H: -2.226 -1.864 5.068  0.11
C: -5.074 -3.628 -1.688  -0.03
C: -3.220 -5.420 -5.862  -0.08
H: -0.194 6.453 -0.472  0.12
C: 4.081 -1.311 1.551  -0.23
H: 4.982 1.291 1.355  0.13
C: -2.292 -1.023 4.374  -0.05
F: -1.601 7.582 1.519  0.14
C: -2.455 -0.958 0.233  -0.03
H: -3.458 8.277 -4.670  0.11
H: -1.090 -2.984 -2.744  0.10
C: -2.413 1.146 2.612  -0.04
C: 1.549 -3.316 3.499  -0.06
H: 3.907 2.418 3.970  0.12
C: 0.920 -3.448 1.160  -0.06
C: 4.498 0.376 -2.425  -0.07
C: 0.271 2.729 -0.332  -0.05
C: -1.128 -0.794 -0.137  -0.19
C: -0.273 0.394 0.311  -0.18
F: -1.792 5.389 1.315  0.11
C: 2.109 -2.809 0.785  -0.02
H: -5.742 7.243 -4.540  0.11
C: -2.082 3.099 -1.735  0.01
C: -3.457 -3.965 -3.479  -0.22
C: -3.263 -1.918 -0.353  0.00
H: 0.626 4.822 -0.576  0.11
H: -5.448 -2.760 -1.149  0.13
H: 0.236 -3.810 0.389  0.11
H: -2.895 -0.317 0.988  0.10
C: -3.513 -0.383 4.137  -0.07
H: 0.717 0.134 -0.091  0.10
C: -1.139 -0.601 3.696  -0.03
C: 6.567 -1.208 2.182  -0.05
H: 6.704 -5.041 2.736  0.11
H: 1.083 -1.149 2.248  0.11
N: -3.721 -3.404 -2.217  -0.02
C: 1.175 -0.062 2.171  0.08
N: -1.822 5.503 -1.453  -0.03
C: -1.338 4.223 -1.313  -0.20
H: -1.471 7.543 -1.138  0.14
H: 3.747 -0.433 3.515  0.17
C: -2.244 -5.545 -4.865  -0.07
N: 2.354 0.536 2.285  0.05

(3)
DFT (ωB97M-V with the def2-TZVPD basis set) results for a structure of composition C60H53F10N4OP2SiTi.

electronic energy: -5432.82674 a.u.
M: 1173.99 g/mol
max |F|: 1.86 eV Å⁻¹
relative energy (zero: lowest compared OMol25 entry of this formula, charge and spin): 0.00 kcal per mole
spin multiplicity: 3
net charge: -1
⟨S²⟩: 2.007
HOMO energy (alpha / beta): -2.941 / -4.096 eV
orbital gap (alpha / beta): 5.09 / 6.25 eV

Each line ends with the Löwdin charge.
Positions of all 132 atoms, in Å:
H: -3.953 -4.170 -3.727  0.11
C: 1.258 -2.958 0.225  -0.35
H: 7.369 -1.401 -0.506  0.10
H: 0.284 -6.448 1.640  0.10
H: 4.871 1.006 1.298  0.12
C: -4.222 -3.069 1.954  -0.08
C: 4.198 -2.049 0.496  -0.13
H: -4.050 -3.953 -0.700  0.08
O: -1.678 -1.877 -0.678  0.06
H: 0.455 3.161 -2.691  0.00
C: -3.116 3.925 2.724  -0.07
H: 3.666 -2.559 1.290  0.10
C: -0.114 -4.337 1.672  -0.07
C: 3.834 3.096 -2.940  -0.16
H: -3.931 4.499 4.633  0.09
H: 0.171 0.054 3.765  0.06
F: -0.982 3.814 -0.674  0.05
H: -4.182 -4.430 3.620  0.10
H: 6.129 -0.375 -2.381  0.10
H: -4.703 0.752 1.085  0.11
C: 5.585 -2.040 0.507  -0.09
C: -4.294 0.903 0.092  -0.12
C: -2.369 0.992 -1.400  -0.29
C: -5.144 1.269 -0.938  -0.09
H: -2.963 0.366 4.188  0.08
F: 3.420 2.893 -4.197  0.11
H: -2.206 -5.792 -2.263  0.11
C: -3.761 -3.536 3.176  -0.10
C: 1.563 -5.358 0.298  -0.09
C: 5.298 4.097 -1.393  -0.16
H: -1.167 -3.883 -3.089  0.11
H: -4.051 -1.576 0.429  0.08
C: -2.566 1.578 2.452  -0.36
C: 1.176 -0.273 3.505  -0.09
C: 4.199 -0.855 -1.577  -0.09
C: -4.407 -3.806 -2.797  -0.18
C: -3.547 3.688 4.025  -0.10
C: 3.662 2.450 -0.539  -0.18
C: 1.699 2.067 3.483  -0.17
C: -0.235 -0.673 -4.023  -0.12
H: -0.300 -2.211 1.472  0.05
C: 0.548 -5.475 1.242  -0.09
C: 1.063 6.713 -0.176  -0.16
C: -3.259 1.340 -2.424  -0.11
H: 1.717 -0.510 4.435  0.10
H: -4.672 -1.763 -3.476  0.12
F: 2.372 4.769 2.550  0.07
H: -5.282 1.741 -3.028  0.09
H: -5.010 -3.607 1.440  0.10
H: -4.596 -1.936 -1.726  0.11
H: -0.003 -1.746 -5.872  0.10
F: 2.603 7.182 1.530  0.10
H: -2.377 -2.218 -3.611  0.11
H: -0.980 -0.002 -4.443  0.10
N: -2.758 -1.938 -2.715  0.07
C: 6.286 -1.422 -0.519  -0.10
N: 3.076 1.647 0.396  -0.05
C: -3.686 -1.922 1.384  -0.09
C: 3.279 2.373 -1.912  -0.16
H: 3.797 0.436 3.487  0.13
H: 1.115 -1.176 2.899  0.07
H: 0.405 3.785 3.431  0.12
H: -3.828 2.207 5.544  0.10
H: -6.204 1.400 -0.750  0.09
C: -2.990 1.358 3.759  -0.09
C: 4.736 3.364 -0.361  -0.13
C: 1.594 5.059 1.484  -0.14
C: -2.675 -1.205 2.023  -0.34
H: 0.262 1.942 -3.937  0.02
N: 0.422 2.872 1.512  -0.12
C: 0.140 -0.509 -2.681  -0.30
H: -2.331 3.068 0.931  0.09
Si: -0.444 1.047 -1.647  0.61
C: 1.139 -1.363 -2.189  -0.36
H: 2.733 -4.049 -0.906  0.10
H: 6.122 -2.520 1.317  0.10
F: 2.401 1.420 -2.258  0.03
C: 1.326 -2.465 -4.343  -0.10
H: 3.264 -0.552 2.115  0.08
C: -3.856 -4.566 -1.585  -0.19
H: -2.369 -3.196 4.774  0.10
F: 5.285 3.599 0.853  0.06
C: 1.728 -2.320 -3.027  -0.11
C: 4.855 3.991 -2.688  -0.17
C: -1.361 -3.834 -2.016  -0.08
C: 0.715 4.087 0.964  -0.18
C: 0.469 2.794 2.973  -0.21
C: -4.621 1.472 -2.211  -0.10
H: -0.419 -3.993 -1.496  0.09
H: -1.401 -1.199 3.757  0.08
H: -0.908 -4.408 2.408  0.09
H: -4.411 -5.499 -1.455  0.11
C: -0.208 2.370 -3.048  -0.22
H: -2.116 -5.260 -0.587  0.10
F: 5.416 4.710 -3.678  0.09
C: 0.015 4.560 -0.175  -0.15
H: -3.154 4.927 2.313  0.11
P: 1.641 -1.257 -0.406  1.09
H: 3.667 -0.424 -2.413  0.10
C: 0.238 -3.094 1.161  -0.11
C: -2.747 -2.844 3.821  -0.10
H: 2.088 -6.243 -0.045  0.10
C: 5.587 -0.839 -1.566  -0.07
H: -2.869 1.514 -3.423  0.09
C: -2.209 -1.701 3.243  -0.14
F: 6.308 4.937 -1.118  0.10
H: 2.546 -2.930 -2.668  0.09
C: -3.486 2.403 4.534  -0.10
C: 0.318 -1.645 -4.841  -0.10
P: -1.842 0.291 1.306  1.12
F: -0.553 6.168 -1.792  0.11
C: -2.362 -4.938 -1.600  -0.16
H: 4.105 2.349 2.126  0.09
H: -5.484 -3.986 -2.878  0.11
C: 1.753 6.323 0.948  -0.16
C: -2.643 2.882 1.947  -0.10
H: 2.573 2.683 3.307  0.10
C: 0.184 5.806 -0.735  -0.15
C: 1.916 -4.113 -0.202  -0.11
F: 1.210 7.942 -0.690  0.10
Ti: 0.898 1.151 0.509  0.48
C: -1.915 -2.462 -1.702  -0.43
H: -0.411 2.241 3.304  0.08
H: -1.144 2.853 -3.349  0.02
N: 1.836 0.792 2.761  -0.25
C: 3.896 1.426 1.587  -0.22
C: -4.173 -2.298 -2.667  -0.19
C: 3.479 -1.456 -0.545  -0.35
C: -2.920 0.753 -0.131  -0.39
C: 3.236 0.448 2.538  -0.20
H: 1.619 1.902 4.567  0.13
H: 1.803 -3.199 -4.981  0.10